1.
Molecular formula: C4H8O2
Method: DFT, wB97M-V/def2-TZVPD

Calculated values
- Largest force on an atom: 0.4 eV/Å
- Spin multiplicity: 1
- Gap between HOMO and LUMO: 10.526 eV
- E_tot: -8370.3471 eV
- SMILES string: C[C@@H]1CO1.C=O

Element x y z (Å)
C: -1.529 -1.082 -0.844
C: -0.443 -0.111 -0.499
C: 0.949 -0.541 -0.401
O: 0.174 -0.284 0.771
H: -1.653 -1.105 -1.932
H: -1.244 -2.081 -0.494
H: -2.477 -0.791 -0.379
H: -0.611 0.945 -0.739
H: 1.235 -1.586 -0.470
H: 1.730 0.177 -0.670
C: 1.054 1.671 1.516
O: 0.297 2.547 1.176
H: 1.858 1.302 0.855
H: 1.049 1.209 2.519

---

2.
Molecular formula: C2H4I2O
Method: DFT, wB97M-V/def2-TZVPD

Calculated values
- Largest force on an atom: 2.4 eV/Å
- Spin multiplicity: 1
- Gap between HOMO and LUMO (alpha / beta): 7.102 / 7.121 eV
- E_tot: -20383.8575 eV

Element x y z (Å)
C: -1.151 1.007 -0.404
C: 0.103 -1.034 0.501
O: -2.204 0.539 -0.752
I: 2.045 -1.494 0.445
I: 3.241 1.050 -0.517
H: -0.256 0.712 -1.021
H: -0.935 1.607 0.495
H: -0.568 -1.263 -0.291
H: -0.274 -1.125 1.545

---

3.
Molecular formula: C6H19N3Si3
Method: DFT, wB97M-V/def2-TZVPD

Calculated values
- Largest force on an atom: 5.5 eV/Å
- Spin multiplicity: 1
- Gap between HOMO and LUMO (alpha / beta): 8.050 / 8.049 eV
- E_tot: -34631.1804 eV

Element x y z (Å)
C: -2.233 -0.940 -1.882
C: -2.428 0.610 -2.000
C: -1.213 -1.292 -0.809
C: -1.157 1.274 -2.567
C: 0.185 -0.723 -1.336
C: 0.007 0.617 -1.925
N: 1.252 -0.704 -0.443
N: 0.204 1.748 0.163
N: 1.526 0.159 2.336
Si: 1.383 0.687 0.641
Si: 3.191 -0.085 2.929
Si: 0.113 -0.190 3.205
H: -3.259 -1.332 -1.601
H: -1.924 -1.309 -2.763
H: -3.402 0.695 -2.583
H: -2.560 1.065 -0.888
H: -1.374 -0.831 0.057
H: -1.168 -2.298 -0.690
H: -1.064 1.181 -3.614
H: -1.339 2.334 -2.241
H: 0.257 -1.530 -2.164
H: 1.087 0.948 -2.021
H: 1.959 -1.383 -0.306
H: -0.552 1.956 0.762
H: 2.654 1.203 0.343
H: 3.241 -1.664 2.798
H: 3.210 0.404 4.339
H: 4.398 0.392 2.112
H: -0.963 0.703 2.850
H: -0.172 -1.406 2.650
H: 0.142 -0.292 4.649

---

4.
Molecular formula: H27O13
Method: DFT, wB97M-V/def2-TZVPD

Calculated values
- Largest force on an atom: 12.1 eV/Å
- Spin multiplicity: 1
- Charge: +1
- Gap between HOMO and LUMO: 10.100 eV
- E_tot: -27044.0672 eV

Element x y z (Å)
O: 0.877 -0.826 -3.268
H: 1.649 -2.972 -2.492
H: -0.698 3.630 -0.976
O: 1.155 2.537 1.932
H: 0.884 2.868 2.802
H: -4.431 -0.757 -0.766
O: -1.662 0.893 -1.394
H: 1.837 3.173 1.536
O: -3.945 -1.104 0.067
H: 0.448 -2.013 -1.108
H: -4.469 -1.082 0.783
O: -0.539 3.979 0.477
H: 0.420 -1.612 -3.559
H: 1.976 -0.292 -0.932
O: 3.586 -2.892 0.626
H: 0.953 -2.840 0.075
H: 2.839 -3.476 0.473
O: -0.536 -0.609 1.094
H: -1.577 1.782 1.967
H: -0.154 -0.556 2.085
O: -0.408 2.981 -1.795
H: -0.632 1.988 -2.089
H: 0.185 3.650 0.905
O: 0.549 -2.797 -0.656
H: 3.748 -2.255 -0.048
H: 0.096 -3.223 -2.373
O: 0.335 -1.702 3.393
H: 0.396 -1.578 4.227
H: 1.101 -2.103 3.314
O: 0.778 -3.336 -3.038
H: 0.372 2.654 -1.190
H: 1.775 -1.019 -3.541
O: 1.086 -0.022 -0.932
H: -1.295 3.950 1.133
H: -1.080 -1.165 0.763
O: -1.386 2.645 2.359
H: -2.016 0.545 -2.171
H: -2.033 2.640 3.118
H: 1.072 0.148 -0.037
H: -1.257 0.169 -0.764

---

5.
Molecular formula: C27H70N7O6P2Si
Method: DFT, wB97M-V/def2-TZVPD

Calculated values
- Largest force on an atom: 5.8 eV/Å
- Spin multiplicity: 1
- Charge: +1
- Gap between HOMO and LUMO: 6.660 eV
- E_tot: -78299.6902 eV

Element x y z (Å)
C: 2.953 0.961 2.381
C: 3.483 -0.373 1.943
O: 4.304 -0.522 1.071
O: 2.908 -1.408 2.601
C: 3.607 -2.657 2.509
C: 2.978 -3.585 1.459
C: 2.428 -4.907 2.031
C: 1.039 -5.293 1.475
C: -0.078 -4.990 2.475
C: -1.276 -5.916 2.293
N: -2.582 -5.350 2.769
C: -2.479 -4.710 4.121
C: -3.809 -4.150 4.635
O: -3.963 -2.793 4.262
C: -3.258 -4.470 1.737
C: -4.724 -4.851 1.497
O: -5.632 -3.984 2.114
Si: -6.276 -2.700 1.233
C: -5.060 -1.993 0.011
C: -7.786 -3.271 0.303
C: -6.833 -1.443 2.485
H: 2.821 1.004 3.458
H: 3.601 1.745 2.007
H: 1.965 1.091 1.937
H: 3.500 -3.106 3.496
H: 4.669 -2.508 2.342
H: 2.161 -3.013 1.018
H: 3.712 -3.805 0.688
H: 3.132 -5.701 1.788
H: 2.413 -4.867 3.121
H: 0.902 -4.694 0.575
H: 1.067 -6.348 1.204
H: 0.317 -5.136 3.481
H: -0.351 -3.933 2.435
H: -1.356 -6.199 1.245
H: -1.093 -6.842 2.836
H: -3.216 -6.142 2.878
H: -2.162 -5.488 4.814
H: -1.780 -3.883 4.100
H: -3.768 -4.209 5.723
H: -4.670 -4.728 4.298
H: -3.700 -2.234 4.996
H: -3.148 -3.427 2.016
H: -2.723 -4.600 0.799
H: -4.940 -5.870 1.843
H: -4.882 -4.864 0.415
H: -4.918 -2.673 -0.832
H: -5.432 -1.060 -0.410
H: -4.087 -1.812 0.471
H: -7.573 -4.098 -0.375
H: -8.576 -3.563 0.994
H: -8.169 -2.434 -0.284
H: -7.801 -1.728 2.897
H: -6.138 -1.480 3.327
H: -6.858 -0.437 2.075
O: 9.292 2.453 -0.641
P: 8.027 2.952 -1.224
N: 8.255 3.053 -2.914
C: 9.029 4.131 -3.511
C: 8.573 1.749 -3.484
N: 7.839 4.479 -0.473
C: 7.613 5.723 -1.179
C: 8.665 4.702 0.711
N: 6.352 2.563 -1.227
C: 6.015 1.338 -0.484
C: 5.555 2.660 -2.439
H: 8.933 4.069 -4.597
H: 10.095 4.105 -3.249
H: 8.628 5.099 -3.236
H: 7.723 1.067 -3.376
H: 9.442 1.281 -3.007
H: 8.775 1.851 -4.550
H: 8.525 6.118 -1.642
H: 7.250 6.478 -0.478
H: 6.840 5.619 -1.944
H: 9.688 5.012 0.465
H: 8.729 3.804 1.317
H: 8.201 5.484 1.317
H: 6.323 0.431 -1.018
H: 4.946 1.280 -0.304
H: 6.513 1.338 0.488
H: 5.719 1.838 -3.148
H: 5.729 3.595 -2.961
H: 4.506 2.638 -2.133
O: -3.939 0.953 -1.875
P: -3.965 2.459 -1.892
N: -5.559 2.606 -2.584
C: -5.818 2.249 -3.969
C: -6.582 2.113 -1.681
N: -2.680 2.836 -2.927
C: -2.829 3.483 -4.214
C: -1.593 1.862 -2.953
N: -4.112 4.090 -1.230
C: -3.870 4.172 0.217
C: -5.194 4.998 -1.595
H: -6.839 2.545 -4.222
H: -5.699 1.177 -4.179
H: -5.175 2.808 -4.641
H: -6.632 2.736 -0.780
H: -6.403 1.077 -1.362
H: -7.560 2.161 -2.161
H: -3.196 2.794 -4.982
H: -1.859 3.862 -4.544
H: -3.492 4.347 -4.158
H: -1.806 1.010 -3.611
H: -1.394 1.471 -1.958
H: -0.686 2.357 -3.304
H: -4.703 3.767 0.805
H: -3.711 5.207 0.519
H: -2.969 3.609 0.478
H: -6.153 4.766 -1.119
H: -5.346 5.031 -2.667
H: -4.882 5.994 -1.267

---

6.
Molecular formula: C4H9N2
Method: DFT, wB97M-V/def2-TZVPD

Calculated values
- Largest force on an atom: 6.5 eV/Å
- Spin multiplicity: 1
- Charge: +1
- Gap between HOMO and LUMO: 9.048 eV
- E_tot: -7261.5493 eV

Element x y z (Å)
C: 0.201 -0.265 0.578
C: 1.737 1.079 0.067
C: 0.353 -1.780 0.696
C: -2.272 0.359 -0.359
N: -0.666 0.574 1.450
N: -1.108 0.257 0.367
H: 1.933 0.872 -1.024
H: 2.498 0.554 0.638
H: 1.378 1.942 0.491
H: 1.120 -2.203 1.258
H: 0.502 -2.283 -0.300
H: -0.578 -2.021 1.218
H: -2.396 1.343 -0.652
H: -3.160 0.297 0.341
H: -2.242 -0.355 -1.213

---

7.
Molecular formula: C37H50ClN4O3P2S5Ti
Method: DFT, wB97M-V/def2-TZVPD

Calculated values
- Largest force on an atom: 1.2 eV/Å
- Spin multiplicity: 1
- Charge: -1
- Gap between HOMO and LUMO: 6.561 eV
- E_tot: -159682.7454 eV

Element x y z (Å)
Ti: 1.281 0.054 1.116
C: -3.242 3.000 2.278
C: -2.486 1.675 2.145
C: -3.170 0.836 1.079
P: -0.655 1.844 1.795
C: -0.221 3.227 2.957
C: -0.567 2.803 4.391
C: 1.237 3.667 2.921
C: -0.730 2.435 0.078
C: -1.053 3.728 -0.299
C: -1.320 4.077 -1.619
C: -1.608 5.498 -2.019
C: -1.327 3.040 -2.542
C: -0.997 1.737 -2.198
C: -0.611 1.393 -0.888
N: -0.149 0.140 -0.489
C: -0.256 -0.940 -1.420
C: 0.406 -0.890 -2.648
C: 0.364 -1.920 -3.570
C: -0.357 -3.072 -3.307
C: -0.392 -4.231 -4.261
C: -1.016 -3.133 -2.088
C: -0.976 -2.122 -1.130
P: -1.980 -2.303 0.407
C: -3.683 -2.503 -0.394
C: -3.835 -1.637 -1.645
C: -4.189 -3.912 -0.699
C: -1.708 -3.993 1.177
C: -0.769 -3.888 2.382
C: -1.329 -5.217 0.348
H: -4.308 2.784 2.386
H: -2.940 3.595 3.135
H: -3.127 3.604 1.378
H: -2.534 1.135 3.098
H: -3.314 1.419 0.166
H: -2.580 -0.043 0.839
H: -4.151 0.512 1.433
H: -0.846 4.081 2.675
H: -0.040 1.886 4.657
H: -0.246 3.587 5.079
H: -1.630 2.637 4.548
H: 1.914 2.828 3.090
H: 1.495 4.136 1.977
H: 1.403 4.405 3.709
H: -1.099 4.500 0.463
H: -1.766 6.125 -1.141
H: -0.782 5.932 -2.587
H: -2.502 5.562 -2.642
H: -1.599 3.246 -3.573
H: -1.047 0.977 -2.963
H: 1.002 -0.024 -2.899
H: 0.919 -1.823 -4.497
H: -0.044 -3.938 -5.252
H: 0.250 -5.040 -3.907
H: -1.402 -4.633 -4.360
H: -1.605 -4.015 -1.880
H: -4.344 -2.077 0.371
H: -3.370 -2.118 -2.507
H: -4.895 -1.493 -1.868
H: -3.375 -0.655 -1.540
H: -3.621 -4.369 -1.511
H: -4.151 -4.579 0.161
H: -5.231 -3.858 -1.026
H: -2.713 -4.160 1.593
H: -0.991 -3.018 2.994
H: -0.874 -4.785 2.997
H: 0.272 -3.819 2.075
H: -0.361 -5.076 -0.133
H: -1.239 -6.079 1.014
H: -2.067 -5.469 -0.413
O: 3.519 -3.128 6.965
C: 3.146 -2.509 6.002
S: 4.229 -1.859 4.764
C: 2.992 -1.126 3.759
C: 1.717 -1.279 4.172
S: 0.405 -0.517 3.341
S: 1.441 -2.163 5.658
S: 3.443 -0.163 2.401
Cl: 3.466 5.208 0.442
C: 2.708 3.774 -0.305
C: 3.009 2.486 0.470
O: 4.141 2.156 0.706
O: 1.917 1.814 0.763
H: 3.155 3.673 -1.293
H: 1.639 3.959 -0.387
S: 2.355 -3.995 -0.905
C: 1.896 -2.726 -0.038
N: 1.543 -1.818 0.621
C: 3.038 2.034 -4.090
C: 3.326 1.135 -2.936
C: 4.370 0.285 -2.661
C: 4.048 -0.333 -1.429
N: 2.883 0.112 -0.989
N: 2.464 1.002 -1.908
C: 4.905 -1.256 -0.637
H: 3.893 2.060 -4.762
H: 2.832 3.055 -3.762
H: 2.171 1.687 -4.655
H: 5.251 0.126 -3.257
H: 1.581 1.473 -1.763
H: 5.425 -1.953 -1.294
H: 4.324 -1.818 0.089
H: 5.642 -0.673 -0.081

---

8.
Molecular formula: C12H24As3F18O12Tl
Method: DFT, wB97M-V/def2-TZVPD

Calculated values
- Largest force on an atom: 4.9 eV/Å
- Spin multiplicity: 1
- Gap between HOMO and LUMO: 3.231 eV
- E_tot: -273525.5489 eV

Element x y z (Å)
Tl: 1.247 0.453 0.280
As: -3.317 -0.817 0.331
F: -3.583 -0.928 2.050
F: -1.580 -0.441 0.630
F: -3.032 -0.610 -1.406
F: -5.075 -1.143 0.040
F: -3.720 0.933 0.541
F: -3.056 -2.587 0.181
As: 4.301 -2.833 -1.002
F: 4.982 -2.109 -2.429
F: 5.454 -4.245 -1.085
F: 3.726 -3.501 0.512
F: 3.129 -1.489 -0.641
F: 3.135 -3.753 -2.040
F: 5.579 -1.904 -0.032
As: 1.681 3.523 -3.257
F: 2.730 2.449 -4.115
F: 0.201 2.495 -3.587
F: 0.675 4.701 -2.333
F: 3.053 4.519 -2.823
F: 1.533 4.527 -4.745
F: 1.855 2.567 -1.717
C: -0.525 -0.227 -4.705
O: 0.823 -0.739 -4.701
C: 1.588 -0.421 -3.577
O: 1.127 0.038 -2.519
O: 2.923 -0.682 -3.654
C: 3.384 -1.343 -4.816
H: -1.202 -0.556 -3.917
H: -1.085 -0.598 -5.564
H: -0.600 0.847 -4.878
H: 3.150 -2.394 -4.982
H: 4.469 -1.312 -4.714
H: 3.088 -0.765 -5.691
C: 2.141 -3.879 4.707
O: 1.964 -2.921 3.679
C: 0.832 -2.818 2.944
O: 0.750 -1.897 2.071
O: -0.116 -3.715 3.225
C: -1.278 -3.852 2.447
H: 3.058 -3.683 5.261
H: 2.119 -4.902 4.329
H: 1.375 -3.929 5.481
H: -1.823 -2.945 2.709
H: -1.856 -4.760 2.622
H: -1.071 -3.828 1.377
C: -1.416 5.619 -0.182
O: -0.950 4.276 -0.066
C: -1.494 3.164 -0.668
O: -1.055 2.059 -0.420
O: -2.521 3.518 -1.502
C: -2.999 2.553 -2.407
H: -0.830 6.242 0.493
H: -2.406 5.534 0.266
H: -1.425 6.070 -1.174
H: -3.573 2.931 -3.253
H: -3.656 1.948 -1.782
H: -2.243 1.957 -2.918
C: -2.572 1.899 3.416
O: -1.883 0.913 4.171
C: -0.628 0.462 3.881
O: 0.090 0.866 2.962
O: -0.346 -0.587 4.786
C: -1.052 -0.994 5.910
H: -3.634 1.973 3.652
H: -2.486 1.602 2.371
H: -2.015 2.835 3.457
H: -1.297 -0.194 6.608
H: -0.722 -1.919 6.383
H: -2.039 -1.256 5.531